Molecular formula: C13H21NS
Method: DFT, ωB97M-V with the def2-TZVPD basis set

Structure (XYZ):
```
36
Properties=species:S:1:pos:R:3:forces:R:3:mulliken_charge:R:1
C 5.1837 -0.5643 -0.2021 -2.851 0.337 0.011 -0.491
C 4.7216 -0.2948 1.0885 -1.539 2.076 -3.484 -0.774
C 4.3143 -0.2941 -1.2861 0.586 0.336 -1.614 -0.316
C 3.6160 0.5156 1.2028 -1.103 -0.204 1.667 -0.518
C 3.0571 0.3304 -1.1667 2.073 -0.835 2.466 -0.588
C 2.7586 0.7016 0.1393 -0.835 0.759 -0.319 0.739
C -2.9121 1.8829 -0.6379 3.159 0.727 0.506 -1.478
C -4.3293 0.5565 0.9549 3.406 1.289 2.239 -1.408
C -1.7062 -2.0608 -0.9460 2.307 -0.704 -0.994 -1.298
C -0.2162 -1.8443 1.1521 1.439 -0.653 -1.458 -1.290
C -3.0861 0.4556 -0.0586 -2.092 2.573 0.435 0.701
C -1.2200 -1.1983 0.1609 -0.801 -0.329 1.907 0.896
C -1.8419 -0.0543 0.4825 -0.225 -2.582 -1.318 -0.966
N 0.5420 1.5863 -0.9946 -0.008 -0.871 0.303 -0.554
S 1.2228 1.4317 0.5828 -0.123 0.773 -0.319 -0.021
H 6.1476 -0.9413 -0.2600 1.518 -0.908 -0.782 0.436
H 5.2837 -0.3850 1.9038 2.479 -0.827 3.096 0.485
H 4.6184 -0.4443 -2.3538 0.134 -0.211 1.197 0.263
H 3.3046 0.9720 2.1870 0.456 -0.757 -0.988 0.255
H 2.3965 0.6022 -1.9363 -0.445 -0.004 -1.067 0.583
H -3.6816 2.3238 -1.1802 -2.321 0.461 -0.254 0.543
H -2.1837 1.8900 -1.4809 0.232 -0.250 0.745 0.245
H -2.5248 2.7033 0.1395 -0.848 -2.010 -1.385 0.256
H -3.8793 0.7157 2.0530 -1.031 0.030 -2.258 0.251
H -5.0661 1.3391 0.7493 0.435 -0.079 -0.204 0.347
H -4.8016 -0.3583 1.0361 -1.132 -1.991 -0.004 0.419
H -2.7788 -1.9872 -1.1211 0.193 -0.750 0.037 0.415
H -1.1980 -3.0570 -0.7863 -1.531 0.523 -0.230 0.374
H -1.1743 -1.7350 -1.8743 -0.609 -0.040 0.293 0.254
H -0.0770 -1.2139 2.0210 -0.328 -0.081 0.344 0.329
H 0.8481 -1.8256 0.6865 -1.584 -0.518 0.565 0.222
H -0.4936 -2.9568 1.4448 0.448 2.389 -0.679 0.364
H -3.3267 -0.2886 -0.7526 -1.043 -0.289 -1.797 0.059
H 0.0844 0.6719 -1.0860 -0.396 0.734 -0.498 0.173
H -1.4603 0.4890 1.2192 1.697 2.152 3.482 0.767
H -0.1422 2.3364 -1.0807 0.285 -0.268 0.363 0.324
```
Forces are in eV/Å.

electronic energy = -26143.858 eV
HOMO = -7.82 eV
total charge = 0
Kohn-Sham gap = 0.315 Ha
SMILES = CC(C)=CC(C)C.NSc1ccccc1
ΔE to the lowest compared entry with this formula, charge and spin = 0.0 kcal per mole

***

Molecular formula: C13H22AgF9NO10S3
Method: DFT, ωB97M-V with the def2-TZVPD basis set

Structure (XYZ):
```
59
Properties=species:S:1:pos:R:3:forces:R:3:mulliken_charge:R:1
Ag 0.5102 0.9980 -0.6628 0.342 0.624 -0.740 1.042
C -2.4638 -1.4802 -3.2373 0.701 -0.481 -0.170 -1.432
C -1.7776 -0.5868 -2.2373 0.012 -0.005 0.584 0.892
C -2.4156 -0.8133 -0.8213 0.302 0.354 -0.482 -0.773
O -0.3642 -0.7164 -2.2518 -1.796 0.698 0.157 -0.417
H -3.5218 -1.4439 -2.9779 -0.034 -0.721 -0.228 0.381
H -1.9220 -2.4202 -3.1326 -0.841 -0.613 0.032 0.226
H -2.3297 -1.1959 -4.2810 0.052 0.379 0.055 0.383
H -2.0951 0.4066 -2.5543 0.871 0.815 0.259 0.101
H -2.3402 -1.8656 -0.5476 0.098 0.126 0.143 0.047
H -3.4723 -0.5457 -0.8207 -0.178 -0.066 -0.449 0.489
H -1.9879 -0.1651 -0.0564 0.378 -0.269 -0.068 -0.016
C 0.3005 5.1117 -3.1352 -0.653 -0.925 -0.804 -1.525
C 0.1900 4.0901 -1.9770 0.741 -0.658 -0.405 0.816
C -1.2974 4.0040 -1.4609 0.650 0.284 0.303 -1.256
O 0.8241 2.8917 -2.3031 -1.615 0.571 0.833 -0.807
H 1.2912 5.4669 -3.4190 0.252 0.090 0.786 0.371
H -0.4070 5.9337 -3.0266 0.030 0.289 -0.032 0.357
H 0.0476 4.5261 -4.0191 -0.516 0.016 -0.296 0.338
H 0.7393 4.5973 -1.1839 0.186 0.154 1.012 0.017
H -2.0730 3.8249 -2.2056 0.172 -0.361 -0.260 0.366
H -1.5983 4.9103 -0.9355 0.088 0.680 -0.195 0.406
H -1.3684 3.2946 -0.6364 0.060 -0.676 -0.370 0.070
C 3.8813 -0.6983 0.8620 -0.416 -0.801 -1.345 0.616
F 4.9719 -0.0045 1.1195 0.699 0.511 0.492 -0.250
F 4.2037 -2.0168 0.9450 -0.208 0.749 0.506 -0.235
F 2.9487 -0.3913 1.7739 0.432 -0.145 -0.158 -0.193
S 3.2925 -0.4085 -0.8769 -0.881 1.498 -2.737 0.988
O 2.1924 -1.3194 -1.0404 -0.395 -0.339 0.960 -0.600
O 2.8734 1.0186 -1.0062 0.830 -1.474 1.409 -0.720
O 4.3934 -0.7208 -1.7598 0.883 0.031 0.899 -0.697
C 1.2764 -3.3660 2.2294 -0.488 0.403 -1.174 0.471
F 2.2773 -3.8133 1.4794 -0.277 -0.016 0.395 -0.221
F 0.8668 -4.3315 3.0521 0.293 0.744 0.092 -0.208
F 1.7394 -2.3061 2.9477 -0.827 -0.994 -0.320 -0.240
S -0.2305 -2.8308 0.9884 -1.086 -0.247 -0.293 0.919
O -1.4728 -3.3174 1.6687 2.547 1.086 -1.238 -0.613
O -0.0962 -1.3763 0.8163 0.167 -2.391 0.289 -0.460
N 0.1018 -3.7056 -0.5291 -0.989 3.568 4.450 -0.191
S -0.0285 -5.2305 -0.2395 2.339 -2.293 -1.760 0.826
O 1.0594 -5.7822 -1.0404 -1.117 -0.718 0.126 -0.710
O -0.1186 -5.8079 1.0966 -0.925 0.823 -1.104 -0.617
C -1.6090 -5.5828 -1.2707 2.523 2.579 2.006 0.692
F -1.3406 -5.4077 -2.5618 -0.676 0.265 0.037 -0.226
F -1.9831 -6.7863 -1.0607 -1.460 -2.381 0.061 -0.223
F -2.5265 -4.6950 -0.7966 -0.171 -0.788 -1.109 -0.241
C -0.2433 3.2324 3.4737 0.212 0.891 0.422 -0.871
C 0.2432 1.9489 4.1400 -0.673 0.657 0.229 -0.676
C 0.9462 1.2978 3.0196 0.088 0.497 -1.025 0.014
O 0.1424 1.6292 1.8447 -0.387 0.019 -0.133 -0.133
C -0.7228 2.7976 2.1023 1.171 -1.650 1.612 -0.227
H 0.5625 3.9455 3.2995 0.253 0.040 0.459 0.336
H -1.0097 3.6983 4.0931 -0.111 0.273 -0.210 0.387
H -0.6309 1.3572 4.4117 -0.024 -0.076 0.327 0.320
H 0.8906 2.1275 4.9986 -0.122 -0.057 0.088 0.342
H 1.0753 0.2258 3.1686 -0.106 0.081 -0.625 -0.069
H 1.8968 1.8156 2.8924 0.389 -0.416 -0.126 0.236
H -1.7275 2.4289 2.3088 -0.371 0.082 -1.122 0.246
H -0.5636 3.5532 1.3330 -0.417 -0.317 -0.048 0.155
```
Forces are in eV/Å.

electronic energy = -96760.824 eV
<S²> = 0.755
HOMO (alpha / beta) = -1.88 / -1.87 eV
total charge = -2
Kohn-Sham gap (alpha / beta) = 0.230 / 0.201 Ha
spin multiplicity = 2

***

Molecular formula: C13H22BI2O3P2Rh
Method: DFT, ωB97M-V with the def2-TZVPD basis set

Structure (XYZ):
```
44
Properties=species:S:1:pos:R:3:forces:R:3:mulliken_charge:R:1
I 4.4812 -0.5521 -1.2961 0.331 0.647 -2.154 0.132
I 0.3421 -3.0429 0.6793 -1.188 -1.893 1.408 0.220
Rh 1.2063 -1.0535 -0.5060 -0.227 1.843 -1.821 -0.828
P 2.3006 -0.3263 1.3843 -0.605 1.488 0.875 0.760
C 3.8548 -1.2355 1.4937 0.357 0.246 -0.305 -0.498
C 2.6344 1.4528 1.3131 0.284 0.323 0.043 -0.903
H 2.9083 1.8547 2.2998 0.007 -0.173 -0.284 0.444
H 1.8816 -0.0282 3.7518 0.034 -0.076 -0.153 0.490
H 1.7405 1.9798 0.9454 0.279 -0.241 0.198 0.214
H 0.3818 -0.3169 2.8251 0.138 0.061 0.021 0.256
H 4.4150 -1.0262 0.4896 -0.253 -0.552 2.051 -0.051
H 3.4431 1.6475 0.5971 -0.167 0.030 0.219 0.273
C 1.4318 -0.6027 2.9368 -0.143 -0.240 0.256 -1.222
H 4.5453 -0.8694 2.2565 -0.136 -0.198 0.134 0.457
H 1.4543 -1.6655 3.1860 0.042 0.118 0.096 0.363
H 3.6761 -2.3083 1.4927 0.151 -0.060 0.275 0.366
P -0.5847 -1.2779 -2.2047 -0.935 0.324 -1.290 1.062
C -0.1607 -2.4613 -3.5604 0.541 -0.002 0.649 -1.160
C -2.2284 -1.8140 -1.6097 0.205 -0.074 0.620 -1.169
H -0.9375 1.1293 -2.4014 -0.112 -0.313 -0.307 0.233
H -1.8324 0.2763 -3.7040 0.357 -0.310 0.303 0.433
H -0.0504 0.4866 -3.7859 -0.295 -0.134 0.184 0.353
C -0.9008 0.2882 -3.1130 0.494 0.477 0.307 -1.119
H -2.4955 -1.2513 -0.7094 -0.010 0.008 -0.180 0.247
H -3.0200 -1.6804 -2.3560 0.400 0.023 -0.060 0.459
H -0.9550 -2.5638 -4.3117 0.092 0.244 0.344 0.450
H 0.0464 -3.4410 -3.1108 -0.150 0.137 -0.223 0.367
H -2.1862 -2.8667 -1.3148 -0.010 0.056 -0.150 0.349
H 0.7691 -2.1084 -4.0323 -0.362 -0.118 -0.001 0.402
C 2.1780 -2.4274 -1.5158 0.463 -4.401 -2.407 0.068
O 2.3785 -3.4762 -1.9667 -0.062 3.236 1.154 -0.182
O -0.3749 1.6858 -0.1614 0.421 -1.405 0.045 -0.497
B -0.3050 0.3105 0.1601 -1.706 1.153 1.543 1.475
O -1.3865 -0.0009 1.0849 2.128 -0.653 -1.470 -0.485
C -2.0490 1.1744 1.2835 -0.454 1.557 -0.105 0.785
C -3.1602 1.4164 2.0675 -0.133 -0.150 0.113 -1.028
C -3.7012 2.7094 2.1236 0.247 -0.030 -0.152 -0.542
C -3.1133 3.7485 1.3873 0.453 -0.089 -0.346 -0.511
C -1.9794 3.4874 0.5874 0.201 0.283 -0.185 -1.028
C -1.4591 2.2009 0.5494 -0.905 -0.052 0.615 0.747
H -3.5996 0.5986 2.6210 -0.103 0.028 0.083 0.522
H -4.5829 2.8704 2.7531 0.410 0.066 -0.332 0.407
H -3.4896 4.7887 1.3843 0.091 -0.894 0.183 0.391
H -1.5170 4.2905 0.0067 -0.171 -0.289 0.208 0.496
```
Forces are in eV/Å.

electronic energy = -58428.319 eV
<S²> = 6.024
HOMO (alpha / beta) = -14.07 / -14.05 eV
total charge = +2
Kohn-Sham gap (alpha / beta) = 0.277 / 0.131 Ha
spin multiplicity = 5
ΔE to the lowest compared entry with this formula, charge and spin = 19.6 kcal per mole